Entry from OMol25: C24H24AsCeF6N4S6 as an isolated structure in a non-equilibrium geometry (ωB97M-V/def2-TZVPD).

Last column: Löwdin spin population.
Cartesian coordinates (Å):
Ce: -0.170 -0.637 1.000  1.011
C: 3.865 0.432 -1.125  0.000
C: 3.626 -1.059 -1.077  0.000
C: 4.738 -1.893 -1.008  0.000
C: 4.604 -3.265 -0.945  0.000
C: 3.337 -3.825 -0.923  0.000
C: 2.200 -3.034 -0.968  0.000
C: 0.845 -3.682 -0.906  0.000
C: 2.351 -1.645 -1.074  0.000
N: 1.187 -0.798 -1.054  -0.003
C: 0.997 0.034 -1.996  0.002
C: 1.641 -0.094 -3.344  0.000
C: 0.009 1.155 -1.797  0.000
C: -0.106 2.150 -2.912  0.000
N: -0.599 1.248 -0.686  -0.001
C: -1.669 2.189 -0.521  0.000
C: -1.564 3.100 0.542  0.000
C: -0.328 3.195 1.402  0.000
C: -2.609 3.984 0.772  0.000
C: -3.741 3.966 -0.023  0.000
C: -3.831 3.054 -1.060  0.000
C: -2.808 2.154 -1.336  0.000
C: -3.016 1.176 -2.464  0.000
H: 4.717 0.684 -0.496  0.000
H: 3.015 1.012 -0.772  0.000
H: 4.100 0.757 -2.142  0.000
H: 5.722 -1.441 -0.996  0.000
H: 5.481 -3.898 -0.901  0.000
H: 3.221 -4.900 -0.859  0.000
H: 0.941 -4.765 -0.977  0.000
H: 0.181 -3.340 -1.696  0.000
H: 0.337 -3.482 0.041  0.000
H: 2.346 -0.917 -3.360  0.000
H: 2.151 0.820 -3.649  0.000
H: 0.855 -0.292 -4.077  0.000
H: 0.883 2.566 -3.115  0.000
H: -0.779 2.958 -2.651  0.000
H: -0.456 1.680 -3.832  0.000
H: 0.351 3.958 1.015  0.000
H: 0.239 2.272 1.442  0.000
H: -0.596 3.467 2.422  0.000
H: -2.528 4.687 1.592  0.000
H: -4.552 4.656 0.169  0.000
H: -4.724 3.020 -1.674  0.000
H: -3.989 0.697 -2.357  0.000
H: -2.280 0.376 -2.487  0.000
H: -3.004 1.695 -3.426  0.000
S: -2.112 -1.831 -0.927  -0.004
S: -3.268 -3.043 0.165  0.000
S: -4.567 -1.728 1.285  0.000
S: -3.980 0.082 0.960  0.000
S: -2.369 0.584 2.550  -0.002
C: -2.729 -0.574 3.761  0.000
C: -3.612 -0.108 4.797  0.000
N: -4.305 0.298 5.622  0.000
C: -2.276 -1.882 3.780  0.000
S: -1.251 -2.683 2.691  -0.002
C: -2.741 -2.716 4.870  0.000
N: -3.092 -3.403 5.722  0.000
F: 1.850 0.594 1.389  -0.001
As: 2.319 -0.462 2.785  0.000
F: 1.670 -1.814 1.793  0.001
F: 0.646 -0.153 3.283  -0.001
F: 2.837 0.908 3.619  0.000
F: 2.556 -1.522 4.066  0.000
F: 3.832 -0.719 2.077  0.000

Atomic forces in eV per Å
Ce -3.31 -0.50 -0.51
C -0.05 -0.10 -0.06
C -0.09 0.22 0.04
C 0.02 0.03 -0.01
C -0.03 -0.03 -0.02
C 0.08 -0.03 0.00
C -0.17 0.02 -0.03
C 0.09 0.01 -0.06
C 0.15 -0.27 -0.04
N 0.81 -0.04 -0.08
C 0.02 -0.07 -0.63
C 0.03 0.19 -0.04
C 0.15 0.25 -0.56
C 0.03 -0.03 -0.09
N -0.47 -0.07 -0.13
C 0.16 0.31 0.30
C 0.13 -0.03 0.02
C -0.15 0.07 -0.08
C -0.01 0.00 0.01
C 0.01 -0.04 -0.04
C -0.04 0.08 0.02
C -0.02 -0.19 -0.08
C 0.07 0.07 0.03
H 0.01 0.00 0.00
H 0.02 0.01 0.02
H 0.00 0.00 0.02
H -0.01 -0.01 0.00
H -0.01 0.01 0.02
H 0.00 0.02 0.00
H 0.01 0.01 0.00
H -0.04 0.01 0.00
H -0.05 0.02 0.06
H 0.02 -0.04 -0.01
H 0.00 -0.02 -0.01
H 0.00 0.05 0.01
H -0.02 -0.01 -0.01
H -0.02 0.03 0.01
H 0.01 0.01 0.02
H 0.01 -0.01 0.01
H 0.09 -0.09 0.01
H 0.00 0.01 0.00
H 0.00 -0.01 -0.01
H 0.00 -0.02 0.00
H 0.00 0.00 0.01
H 0.00 -0.01 0.00
H -0.08 0.03 0.00
H 0.00 0.01 0.01
S 0.41 0.30 -0.02
S -0.26 -0.07 0.11
S 0.00 -0.18 -0.09
S 0.14 0.22 0.25
S -0.20 -0.07 -0.29
C -0.17 -0.04 0.59
C 0.14 -0.11 -0.13
N -0.02 0.01 -0.05
C -0.09 -0.01 -0.08
S 0.06 -0.06 0.22
C 0.02 0.12 -0.10
N 0.00 -0.01 0.01
F 0.48 -0.06 0.00
As 1.03 0.27 0.94
F 0.56 -0.11 0.29
F 0.23 -0.11 0.04
F 0.06 0.38 0.21
F 0.03 -0.25 0.24
F 0.26 -0.07 -0.24

## Properties
LUMO energy (spin up / spin down): -1.892 / -1.886 eV
charge: 0
highest occupied orbital energy (spin up / spin down): -7.5 / -7.5 eV
gap between HOMO and LUMO (spin up / spin down): 5.6 / 5.6 eV
⟨S²⟩: 0.75
multiplicity: 2

Entry from OMol25: C24H24AsF2MnNO4 as an isolated structure in a non-equilibrium geometry (ωB97M-V/def2-TZVPD).

Last column: Löwdin spin population.
Cartesian coordinates (Å):
Mn: -2.017 2.852 -1.948  4.596
C: 2.976 2.852 3.170  0.000
C: 3.559 2.013 2.044  0.000
C: 4.954 2.426 1.571  0.000
C: 5.476 1.597 0.374  0.000
C: 4.408 1.537 -0.684  0.000
C: 4.714 1.254 -2.008  0.001
C: 3.739 1.338 -3.005  0.000
F: 4.059 0.936 -4.264  0.000
C: 2.414 1.652 -2.721  0.001
C: 2.049 1.863 -1.408  0.002
C: 0.659 2.076 -1.119  0.012
O: -0.091 2.239 -2.175  0.062
C: 0.221 1.938 0.286  0.003
C: 1.215 1.836 1.223  0.001
N: 2.572 1.909 0.935  0.003
C: 3.030 1.817 -0.360  0.002
C: -1.215 1.952 0.778  0.013
O: -1.553 1.474 1.858  0.013
O: -2.031 2.624 0.010  0.078
H: 3.744 3.093 3.867  0.000
H: 2.264 2.249 3.728  0.000
H: 2.489 3.740 2.779  0.000
H: 3.702 0.993 2.455  0.000
H: 5.669 2.449 2.442  0.000
H: 4.980 3.463 1.213  0.000
H: 5.783 0.559 0.651  0.000
H: 6.363 2.075 -0.013  0.000
H: 5.724 0.982 -2.226  0.000
H: 1.679 1.776 -3.496  0.000
H: 0.979 1.772 2.297  0.000
F: -2.811 4.213 -2.971  0.124
C: -2.937 -3.444 -2.657  0.001
As: -2.468 -1.620 -2.021  0.004
C: -0.913 -2.074 -0.889  0.000
C: -3.941 -1.498 -0.608  0.000
C: -3.865 -2.512 0.508  0.000
C: -4.564 -3.730 0.481  0.000
C: -4.397 -4.665 1.462  0.000
C: -3.690 -4.373 2.638  0.000
C: -3.102 -3.133 2.704  0.000
C: -3.129 -2.236 1.646  0.000
H: -3.033 -4.165 -1.795  0.000
H: -2.108 -3.714 -3.313  0.000
H: -3.966 -3.441 -3.118  0.000
H: -1.011 -3.049 -0.374  0.000
H: -0.688 -1.248 -0.186  0.000
H: -0.017 -2.146 -1.508  0.000
H: -4.877 -1.574 -1.150  0.000
H: -3.735 -0.469 -0.279  0.000
H: -5.235 -3.961 -0.351  0.000
H: -4.813 -5.653 1.370  0.000
H: -3.572 -5.155 3.402  0.000
H: -2.565 -2.831 3.599  0.000
H: -2.561 -1.305 1.731  0.000
O: -4.803 1.066 -2.333  0.018
C: -3.716 1.381 -2.245  0.063

Atomic forces in eV per Å
Mn -0.22 0.54 -0.34
C -0.23 -0.46 -0.42
C 0.24 -1.15 0.50
C 0.68 0.64 -0.10
C -0.43 -0.89 0.90
C -1.28 0.54 -0.21
C -0.65 0.48 0.55
C -0.93 -0.68 0.01
F 0.02 0.52 0.56
C 1.71 0.00 -1.01
C 1.21 0.09 1.73
C -1.95 -0.25 -0.74
O 0.91 -0.19 2.41
C 0.83 -0.11 -1.18
C 1.45 0.47 0.05
N -0.73 -0.01 0.49
C -0.12 -0.59 -1.28
C -1.42 0.94 0.15
O 1.03 -0.07 -0.81
O 0.71 -0.73 0.57
H 0.67 0.43 0.48
H -0.21 0.19 0.06
H 0.03 0.20 0.13
H -0.17 0.24 -0.25
H -0.80 -0.44 -0.79
H -0.41 0.03 0.13
H -0.30 0.69 0.05
H 0.25 0.14 -0.22
H 0.45 -0.11 -0.41
H -0.06 -0.26 -0.15
H -0.09 -0.02 -0.86
F 0.09 -0.18 0.05
C -0.80 -0.20 0.97
As -0.65 -0.77 0.48
C 0.29 -0.09 0.27
C 1.29 -0.12 -0.02
C -0.39 0.46 -0.25
C -0.02 0.45 -1.14
C 0.19 -0.54 1.26
C -0.20 -0.66 -0.79
C 0.76 0.41 0.84
C 0.25 0.26 0.14
H 0.45 0.74 -0.77
H -0.48 -0.37 -0.22
H 1.33 0.14 -0.03
H -0.17 0.64 -0.01
H -0.39 -0.50 -0.13
H -0.13 0.00 -0.28
H -0.15 0.21 -0.12
H -0.61 -0.39 0.38
H 0.31 0.10 0.06
H -0.36 -0.12 -0.15
H -0.09 0.65 -0.25
H 0.02 -0.12 -0.06
H -0.31 -0.18 -0.02
O 1.63 0.43 0.11
C -2.02 -0.43 -0.33

## Properties
LUMO energy (spin up / spin down): -0.843 / -0.902 eV
charge: 0
highest occupied orbital energy (spin up / spin down): -8.3 / -8.4 eV
gap between HOMO and LUMO (spin up / spin down): 7.5 / 7.5 eV
⟨S²⟩: 8.76
multiplicity: 6

Entry from OMol25: C24H24BBr2O6 as an isolated structure in a non-equilibrium geometry (ωB97M-V/def2-TZVPD).

Last column: Mulliken charge in e.
Cartesian coordinates (Å):
C: 5.844 -0.608 -1.480  -1.027
C: 4.734 0.299 -2.012  0.884
C: 4.820 1.711 -1.771  -0.613
C: 3.709 2.504 -2.171  -0.788
C: 2.534 1.824 -2.303  -0.482
B: 2.146 -1.934 1.111  0.673
O: 2.760 -2.110 2.370  -0.383
C: 1.495 -1.940 2.773  -0.455
C: 0.581 -1.637 0.558  0.545
C: 0.141 -0.612 -0.158  -0.920
C: 0.893 -3.033 -0.071  -0.554
O: 2.342 -2.884 0.092  -0.565
C: 2.447 0.726 2.120  -0.313
O: 2.757 0.142 1.067  -0.396
O: 3.733 -0.137 -2.621  -0.688
H: 6.808 -0.062 -1.395  0.350
H: 5.479 -0.945 -0.490  0.177
H: 5.942 -1.471 -2.160  0.311
H: 5.724 2.114 -1.302  0.289
H: 3.884 3.593 -2.331  0.379
H: 0.886 -2.832 2.950  0.366
H: 1.278 -1.045 3.360  0.291
H: 1.197 1.615 -0.934  0.065
H: 0.120 -0.692 -1.268  0.090
H: -0.165 0.340 0.296  0.356
H: 0.461 -3.862 0.518  0.208
H: 0.623 -3.137 -1.126  0.356
H: 1.429 1.165 2.237  0.304
H: 3.157 0.816 2.965  0.268
C: -4.738 3.856 0.142  -0.751
O: -4.111 3.968 -1.150  -0.440
C: -3.009 3.262 -1.526  0.738
C: -2.581 2.084 -0.866  -0.098
C: -1.515 1.394 -1.452  -0.955
C: -0.514 2.078 -2.156  0.067
C: 1.270 1.567 -2.052  0.791
C: -3.067 -1.900 1.364  -0.154
C: -3.260 -3.076 0.712  -0.493
C: -3.521 -4.194 1.519  -0.007
Br: -3.864 -5.894 0.791  -0.209
C: -3.557 -4.097 3.009  0.357
O: -3.698 -5.088 3.739  -0.762
C: -3.489 -2.706 3.527  -0.117
Br: -3.830 -2.484 5.342  -0.208
C: -3.192 -1.627 2.687  -0.278
C: -0.990 3.126 -2.924  -0.524
C: -2.259 3.677 -2.664  -0.592
H: -5.266 4.808 0.265  0.238
H: -5.462 3.029 0.148  0.321
H: -4.015 3.715 0.960  0.337
H: -3.149 1.649 -0.029  0.468
H: -1.520 0.303 -1.417  0.703
H: 0.983 0.559 -2.458  0.240
H: -3.192 -3.200 -0.369  0.408
H: -3.072 -0.634 3.109  0.410
H: -0.432 3.473 -3.786  0.389
H: -2.710 4.442 -3.290  0.394

Atomic forces in eV per Å
C -0.47 0.08 -0.42
C 0.75 2.40 0.60
C 1.43 -1.18 -0.13
C -0.97 -1.91 0.59
C 5.78 3.40 -3.60
B 0.02 -1.06 -1.33
O 0.82 0.70 -0.97
C -2.43 -0.56 2.09
C 2.63 -1.95 -0.48
C -1.21 0.52 0.21
C -0.24 1.42 -0.07
O -0.34 -0.22 0.88
C 0.16 -0.67 -1.67
O -0.25 1.27 1.59
O -1.39 0.34 0.59
H -0.70 -0.40 0.05
H 0.43 -0.02 -0.44
H 0.06 0.26 0.44
H -0.41 0.14 -0.51
H -0.86 -0.90 0.39
H 0.14 0.31 0.12
H -0.17 -0.23 -0.06
H -0.38 -0.73 -0.59
H -0.73 -0.42 1.12
H 0.84 -0.25 -0.30
H 0.40 0.29 -0.20
H -0.03 0.07 0.09
H 0.46 -0.08 -0.01
H -0.22 -0.09 -0.24
C 0.28 -0.30 -0.48
O 0.10 0.45 -0.25
C 1.04 -0.60 0.59
C -0.70 0.59 -1.19
C 1.07 -0.57 0.78
C 0.61 0.27 -1.47
C -7.05 -2.28 2.95
C -0.17 1.47 -1.18
C 0.36 -1.62 0.24
C 0.23 1.39 1.32
Br -0.06 -0.23 -0.21
C -0.29 0.64 -0.71
O -0.02 -0.11 0.15
C 0.29 -1.02 -1.90
Br -0.10 0.19 0.73
C 0.30 -0.53 1.13
C -0.41 0.70 0.03
C -0.63 -0.06 0.75
H 0.14 -0.31 0.07
H 0.23 0.16 0.01
H -0.08 0.07 -0.33
H 0.09 -0.15 -0.78
H 0.31 0.48 0.97
H 0.71 0.49 0.51
H 0.03 0.08 0.18
H 0.06 -0.01 0.00
H 0.15 0.27 0.27
H 0.37 0.01 0.06

## Properties
LUMO energy: 0.345 eV
charge: -1
highest occupied orbital energy: -2.9 eV
gap between HOMO and LUMO: 3.2 eV